No. 1
Entry from the Open Molecules 2025 dataset: 2 unconnected molecules or ions with the total composition C3H6O at a distorted geometry (wB97M-V/def2-TZVPD).

Element x y z (Å)
C  -1.87738  -0.62006  -0.00323
C  0.86328  0.83912  0.01713
C  0.85049  -0.66518  -0.10466
O  -2.05901  0.54775  -0.15787
H  -2.64940  -1.47785  0.25950
H  0.18712  1.29308  -0.74019
H  1.98217  1.21651  -0.00102
H  0.54053  1.05020  0.99732
H  0.98471  -0.99704  -1.05556
H  1.17748  -1.18653  0.78858

Properties
F_max: 3.41 eV/A
Spin multiplicity: 1
Energy relative to the best compared isomer or geometry (same formula, charge and spin): 415.8 kJ/mol
Total charge: 0
Highest occupied orbital energy (spin up / spin down): -8.167 / -8.002 eV
Orbital gap (spin up / spin down): 8.9 / 8.3 eV

Atomic partial charges in e from the Löwdin method, atoms 1 to 6: -0.059 -0.207 -0.055 -0.018 0.087 0.065

=====

No. 2
Entry from the Open Molecules 2025 dataset: a molecular structure, C68H50BrF3NP3SiTl at a distorted geometry (wB97M-V/def2-TZVPD).

Element x y z (Å)
Tl  0.03930  0.22901  -0.52066
C  -0.45916  -6.89326  -0.19120
C  -0.11935  -6.46474  -1.46847
C  0.33626  -5.17300  -1.67494
C  0.46434  -4.29592  -0.59578
C  0.10581  -4.72880  0.67854
C  -0.34648  -6.02487  0.88318
P  0.95195  -2.54045  -0.75091
C  0.23353  -2.20609  -2.42234
C  -1.11598  -2.52133  -2.61804
C  -1.71097  -2.33913  -3.85455
C  -0.97004  -1.83449  -4.91498
C  0.36116  -1.50382  -4.72526
C  0.96137  -1.67207  -3.48423
C  2.73812  -2.52170  -1.16155
C  3.36414  -3.64431  -1.69525
C  4.71553  -3.63382  -1.99768
C  5.45784  -2.48952  -1.76253
C  4.84019  -1.36292  -1.24435
C  3.47777  -1.34404  -0.92942
Si  2.76067  0.23042  -0.12076
C  3.17051  0.16585  1.74231
C  4.52712  0.13426  2.08449
C  4.93743  0.16969  3.40436
C  3.99689  0.21852  4.42524
C  2.65155  0.20323  4.11178
C  2.23313  0.18839  2.77998
P  0.47006  -0.00132  2.36611
C  0.11791  -1.47842  3.39697
C  1.03823  -2.52523  3.31826
C  0.85056  -3.68340  4.05464
C  -0.27244  -3.82081  4.85812
C  -1.19559  -2.79026  4.93217
C  -1.00296  -1.62127  4.20824
C  -0.38748  1.35244  3.23752
C  0.26586  2.45838  3.77829
C  -0.46546  3.47177  4.38386
C  -1.84744  3.38621  4.46440
C  -2.50711  2.30235  3.90185
C  -1.78433  1.30488  3.26772
C  3.53457  1.89042  -0.66698
C  4.93371  1.94133  -0.65505
C  5.64146  3.09158  -0.95991
C  4.95766  4.25046  -1.28167
C  3.57405  4.23982  -1.28082
C  2.85670  3.08388  -0.97566
P  1.03136  3.15886  -0.99493
C  0.65688  4.94124  -0.79404
C  0.65610  5.41417  0.52081
C  0.26846  6.71267  0.80457
C  -0.13941  7.55196  -0.22333
C  -0.12126  7.09920  -1.53318
C  0.27957  5.80120  -1.82229
C  0.75639  2.88131  -2.78684
C  -0.49053  3.18504  -3.33829
C  -0.74048  2.97791  -4.68482
C  0.25072  2.45633  -5.50199
C  1.48787  2.14084  -4.96420
C  1.73953  2.34073  -3.61578
H  -0.82369  -7.90107  -0.03953
H  -0.21888  -7.13820  -2.31024
H  0.57648  -4.84224  -2.67726
H  0.16057  -4.03499  1.50530
H  -0.62307  -6.34804  1.87903
H  -1.69768  -2.92082  -1.79787
H  -2.75330  -2.60117  -3.99059
H  -1.43002  -1.70106  -5.88582
H  0.94554  -1.12166  -5.55110
H  2.00766  -1.41890  -3.36043
H  2.78646  -4.54062  -1.87189
H  5.18626  -4.51407  -2.41581
H  6.51707  -2.46682  -1.98293
H  5.44884  -0.48487  -1.08713
H  5.28211  0.06461  1.31131
H  5.99397  0.15063  3.63836
H  4.31563  0.24631  5.45905
H  1.91039  0.18668  4.90236
H  1.91534  -2.42400  2.68806
H  1.57994  -4.48197  3.99840
H  -0.42437  -4.72741  5.42945
H  -2.06934  -2.88997  5.56318
H  -1.72062  -0.81998  4.29937
H  1.34363  2.53200  3.72899
H  0.04971  4.32590  4.80519
H  -2.41057  4.16502  4.96288
H  -3.58767  2.24623  3.94233
H  -2.29994  0.48274  2.78161
H  5.50547  1.06648  -0.38480
H  6.72340  3.07628  -0.94016
H  5.49667  5.15733  -1.52287
H  3.03239  5.14573  -1.51983
H  0.97085  4.75494  1.32471
H  0.27371  7.06797  1.82747
H  -0.46341  8.56088  -0.00310
H  -0.41702  7.75965  -2.33833
H  0.31013  5.46772  -2.84971
H  -1.25917  3.61989  -2.71204
H  -1.71167  3.22267  -5.09561
H  0.05534  2.29938  -6.55525
H  2.27045  1.74599  -5.60026
H  2.72150  2.11327  -3.22079
Br  -2.90320  0.57861  -2.40904
C  -3.02597  1.94634  -1.09922
C  -4.17205  2.71822  -1.02528
C  -4.18327  3.76125  -0.11241
C  -3.06898  3.97735  0.68216
C  -1.98572  3.12878  0.54311
N  -1.95662  2.12997  -0.33961
H  -5.01378  2.51874  -1.67202
H  -5.05007  4.40370  -0.03037
H  -3.03470  4.78818  1.39576
H  -1.09533  3.25224  1.14507
F  -8.26284  -4.15513  -0.79164
C  -7.49231  -4.63281  0.20736
F  -7.29455  -5.93954  -0.02811
F  -8.21901  -4.53287  1.33808
C  -6.20487  -3.86859  0.31111
C  -4.98121  -4.51666  0.26477
C  -3.81111  -3.77863  0.32895
C  -3.86343  -2.38724  0.42893
C  -5.10480  -1.74803  0.50630
C  -6.27042  -2.48624  0.44769
C  -2.66289  -1.61515  0.36324
C  -1.66024  -0.94535  0.24923
H  -4.94037  -5.59293  0.16969
H  -2.84991  -4.27807  0.29983
H  -5.14358  -0.67087  0.60397
H  -7.23357  -1.99507  0.49800

Properties
F_max: 1.15 eV/A
Spin multiplicity: 1
Energy relative to the best compared isomer or geometry (same formula, charge and spin): 236.1 kJ/mol
Total charge: +1
Highest occupied orbital energy: -9.952 eV
Orbital gap: 6.8 eV

Atomic partial charges in e from the Löwdin method, atoms 1 to 6: 0.568 -0.072 -0.065 -0.099 -0.357 -0.094

=====

Number 1: energy -192.98482 Eh. Number 2: energy -7035.46202 Eh.